DFT (wB97M-V/def2-TZVPD) results for a molecular structure, C28H34HgNO at a distorted geometry.

Results
E_tot	-1370.60374	Ha
total charge	-1
E_HOMO	-3.2	eV
largest force on an atom	0.107	Eh/bohr

Each line ends with the natural charge from an NBO analysis.
Geometry (Å):
Hg  0.295  0.479  0.305  1.427
C  1.527  1.961  -3.843  -0.614
C  1.371  -1.323  1.448  -0.505
H  5.620  -0.004  0.460  0.209
C  4.663  -1.763  -0.366  0.054
C  4.775  -0.246  -0.209  -0.255
H  -5.546  2.987  1.979  0.185
C  4.555  -2.539  0.803  -0.242
H  2.360  -1.018  1.820  0.214
H  4.570  -4.258  -2.710  0.213
H  4.367  -4.519  1.648  0.214
C  4.453  -4.560  -0.545  -0.227
C  1.084  -2.181  0.330  -0.360
H  2.685  -0.476  -4.466  0.211
C  4.668  -2.389  -1.625  -0.258
H  0.676  1.961  -4.547  0.206
H  -4.917  2.195  0.488  0.213
H  3.861  0.149  0.284  0.229
H  -3.025  1.369  4.274  0.215
C  -0.771  -0.565  -2.356  -0.357
H  1.695  -1.503  -3.396  0.209
H  -0.005  -0.578  3.073  0.221
H  1.831  -2.538  -0.396  0.207
H  -5.826  0.696  3.065  0.182
C  -4.920  0.342  2.539  -0.586
C  -0.467  1.627  -1.611  -0.531
H  -2.717  -0.842  -1.384  0.202
C  4.444  -3.935  0.718  -0.188
H  -4.399  -0.417  3.127  0.214
H  2.410  1.448  -1.182  0.234
C  -2.782  1.055  1.779  -0.251
C  -3.993  1.551  2.362  -0.131
H  4.774  -1.776  -2.540  0.229
O  4.382  1.330  -3.471  -0.651
H  4.384  -5.648  -0.606  0.211
C  0.126  -1.175  2.165  -0.348
C  -4.640  2.627  1.455  -0.590
H  -1.934  -1.833  1.646  0.220
C  4.561  -3.785  -1.715  -0.208
H  -3.946  3.461  1.299  0.213
C  -3.539  2.148  3.700  -0.583
N  4.998  0.422  -1.490  -0.638
H  -4.439  2.506  4.229  0.179
C  -0.876  -1.921  1.472  -0.337
C  1.486  0.650  -3.040  -0.069
C  -0.282  -2.482  0.323  -0.301
H  -2.841  2.974  3.508  0.214
H  0.907  -0.576  -4.711  0.217
C  -1.663  0.983  1.201  -0.532
C  -1.944  -0.166  -1.681  -0.309
H  -0.823  -3.022  -0.468  0.208
H  5.954  0.595  -1.767  0.398
C  2.601  0.658  -1.938  -0.532
H  1.441  2.832  -3.168  0.200
C  -1.804  1.205  -1.225  -0.285
H  -2.558  1.907  -0.971  0.215
C  0.121  0.545  -2.377  -0.097
H  2.551  -0.319  -1.434  0.245
H  -0.049  2.645  -1.540  0.221
H  -0.500  -1.558  -2.762  0.209
H  -5.176  -0.068  1.557  0.213
H  4.558  -2.012  1.765  0.211
C  1.711  -0.554  -3.962  -0.615
C  4.048  0.849  -2.382  0.701
H  2.479  2.041  -4.391  0.234

Force components x, y, z for each atom (eV/Å):
Hg -0.2 0.3 0.5
C 0.1 0.1 -0.3
C -0.2 0.4 0.1
H -0.3 -0.1 -0.3
C 0.0 -0.4 0.2
C -0.1 0.0 -0.4
H 0.2 0.1 -0.4
C 0.1 -0.2 -0.6
H -0.6 -0.3 -0.2
H 0.0 0.2 0.6
H 0.0 0.2 -0.6
C 0.0 0.5 0.1
C 0.3 -0.4 -0.9
H -0.3 0.0 0.0
C 0.0 0.1 0.2
H 0.3 0.1 0.3
H 0.0 0.1 0.2
H 0.5 -0.2 -0.3
H -0.1 0.3 0.0
C 1.1 0.7 -0.5
H -0.1 0.4 -0.2
H 0.0 -0.3 -0.5
H -0.5 0.3 0.4
H 0.1 -0.5 -0.2
C -0.5 0.8 0.4
C -1.0 0.0 -0.3
H -0.6 -0.1 0.0
C 0.1 0.4 -0.2
H -0.2 0.0 0.0
H -0.1 -0.4 -0.3
C 4.8 0.1 -2.7
C 0.0 -0.2 -0.2
H -0.1 -0.5 0.6
O 0.1 -0.4 1.2
H 0.0 0.3 0.0
C -0.7 -1.4 0.4
C -0.2 -0.3 0.7
H -0.1 -0.1 0.2
C 0.0 0.0 0.4
H -0.2 -0.2 0.0
C -0.9 0.2 0.1
N 0.0 0.4 0.4
H 0.4 0.1 0.2
C 1.1 0.8 0.8
C 0.3 0.1 0.4
C 0.4 -0.5 0.0
H -0.2 -0.2 0.2
H 0.3 -0.1 0.1
C -3.1 0.2 3.1
C 0.3 2.3 0.4
H 0.4 0.2 0.5
H -0.2 0.0 -0.1
C 0.1 -0.1 -0.2
H 0.0 -0.4 -0.4
C 1.1 -1.6 -3.6
H -0.5 0.0 0.8
C 0.2 -0.9 0.6
H -0.1 0.3 0.1
H -0.5 -0.6 -0.2
H -0.5 0.7 0.4
H 0.0 0.0 0.2
H 0.0 -0.4 -0.3
C 0.2 -0.1 0.0
C 0.0 0.1 -1.0
H -0.5 0.0 0.1



DFT (wB97M-V/def2-TZVPD) results for a molecular structure, C28H34IrN4O2PS2Se at a distorted geometry.

Results
E_tot	-5099.94201	Ha
total charge	+2
E_HOMO (spin up / spin down)	-13.4 / -13.5	eV
largest force on an atom	0.064	Eh/bohr

Each line ends with the Mulliken charge.
Geometry (Å):
C  -0.235  -0.161  -2.778  1.107
H  -4.626  -0.196  -1.721  0.503
H  5.317  -3.116  0.878  0.293
S  2.150  0.044  0.910  -0.350
H  -2.201  -2.863  -2.286  0.633
N  -3.082  0.721  5.861  -0.855
H  -2.180  3.688  -2.333  0.450
H  -3.873  -1.354  -0.624  0.324
C  -0.085  1.199  -2.374  1.345
H  -4.176  2.253  -1.612  0.508
C  -0.734  3.775  3.014  -0.666
H  -0.653  -2.769  -3.092  0.388
O  3.177  -1.215  -1.408  -0.176
H  1.518  -0.097  -4.046  0.522
C  4.352  -3.041  2.805  -1.266
C  0.730  -0.778  -3.746  -2.100
C  0.013  3.958  1.871  -1.107
C  -2.467  -2.408  2.940  -1.108
C  -3.507  1.888  -0.831  -2.715
C  -2.279  -0.160  3.727  0.006
Ir  -0.155  -0.117  -0.250  1.968
C  0.157  2.892  0.985  -0.499
C  -2.042  2.214  4.440  0.981
C  -1.869  -1.992  1.751  -0.265
C  -2.486  0.880  4.693  1.092
H  4.216  -2.991  -1.796  0.398
C  -1.129  1.501  2.288  -0.405
C  -1.426  -0.868  -2.460  1.258
H  1.186  -1.678  -3.342  0.155
H  -4.089  1.247  -0.177  0.565
H  -2.103  -2.244  -3.932  0.484
C  -1.649  0.171  2.510  0.090
H  5.887  -1.761  -3.274  0.436
C  1.182  1.937  -2.707  -2.679
N  -0.413  1.716  1.173  0.149
C  4.031  -2.015  -2.255  -0.203
C  -2.667  -1.486  3.944  -0.661
H  0.776  2.991  0.108  0.432
C  -1.271  3.380  -1.813  -2.006
H  4.103  -4.097  2.815  0.335
H  -3.953  -1.676  -2.352  0.529
H  1.158  2.290  -3.739  0.509
H  0.488  4.901  1.656  0.527
O  3.310  -2.788  0.635  -0.292
P  2.432  -1.702  -0.088  1.058
H  3.487  -2.161  -3.192  0.298
C  4.530  -2.552  1.384  -0.221
H  -2.761  -3.438  3.057  0.496
H  3.566  -2.487  3.309  0.288
H  -1.697  -2.696  0.948  0.515
H  -3.168  2.741  -0.251  0.421
H  2.048  1.293  -2.574  0.333
N  -1.463  -0.750  1.546  -0.217
H  -0.857  4.552  3.752  0.592
H  5.922  -1.226  -1.588  0.317
H  0.188  -1.065  -4.648  0.428
C  -1.204  1.886  -1.833  0.879
H  5.119  -0.243  -2.815  0.292
Se  -3.134  2.248  6.709  0.409
H  5.279  -2.905  3.352  0.397
S  0.664  -2.585  -0.499  -0.433
H  -1.332  3.784  -0.805  0.385
H  1.323  2.804  -2.068  0.543
H  4.771  -1.486  1.353  0.428
H  -0.435  3.843  -2.320  0.432
C  -1.602  -2.264  -2.962  -2.486
C  -1.316  2.523  3.244  0.132
N  -2.314  3.072  5.407  -0.847
H  -3.116  -1.749  4.890  0.586
C  -2.362  1.155  -1.458  1.254
C  -2.488  -0.210  -1.798  0.568
C  -3.805  -0.898  -1.612  -2.187
C  5.323  -1.261  -2.493  -1.290

Force components x, y, z for each atom (eV/Å):
C -0.2 0.1 0.1
H 0.0 0.0 0.1
H -0.1 0.1 -0.1
S -1.9 -0.5 -0.9
H -0.1 -0.1 0.0
N -0.1 -1.3 -0.5
H 0.0 0.1 0.0
H -0.1 0.0 0.1
C 0.3 -0.2 0.5
H -0.1 0.1 0.0
C 0.0 -0.3 -0.2
H 0.1 0.0 0.0
O -0.3 0.0 0.8
H 0.0 0.0 0.0
C -0.1 0.1 -0.3
C 0.2 -0.1 0.2
C -0.1 -0.1 0.1
C 0.0 0.3 -0.1
C 0.0 -0.1 0.0
C 0.2 -0.5 -0.8
Ir 0.1 -2.1 2.5
C 0.2 0.4 0.1
C -0.6 -0.1 1.2
C -0.1 -0.5 -0.1
C -0.3 0.8 1.1
H -0.1 0.1 0.0
C -0.1 0.7 0.5
C -0.1 0.5 -0.1
H 0.1 -0.1 0.0
H -0.1 -0.1 0.1
H -0.1 0.0 -0.1
C -0.3 -0.3 0.6
H 0.1 -0.1 0.0
C 0.0 0.0 -0.1
N -0.2 -0.4 -1.1
C 0.3 -0.3 -0.4
C 0.1 0.1 -0.2
H 0.0 0.0 -0.1
C 0.0 0.1 0.1
H 0.0 -0.1 0.0
H 0.0 -0.1 0.0
H 0.1 0.0 0.0
H 0.1 0.1 0.0
O -0.7 0.3 -0.4
P 0.7 0.0 -0.4
H 0.0 -0.1 0.1
C 0.5 0.0 0.4
H 0.0 -0.1 0.0
H -0.1 0.1 0.1
H 0.0 0.0 0.1
H 0.0 0.1 0.0
H 0.0 0.0 0.0
N 1.6 0.3 -0.8
H 0.0 0.1 0.0
H 0.1 0.0 0.1
H -0.1 0.0 0.0
C -1.5 -0.4 -0.2
H 0.0 0.1 0.0
Se 0.0 -0.1 -0.2
H 0.1 0.0 0.1
S -0.3 1.8 0.0
H 0.0 0.1 0.1
H 0.0 0.0 0.0
H 0.0 0.0 0.0
H 0.1 0.0 0.0
C 0.1 -0.1 0.0
C 0.5 0.0 -0.8
N 0.7 0.8 -0.9
H -0.1 -0.1 0.0
C 1.2 1.6 -0.4
C 0.9 -0.6 0.1
C 0.0 0.0 0.0
C -0.3 -0.1 0.1



DFT (wB97M-V/def2-TZVPD) results for a molecular structure, C28H34N3O2PZn at a distorted geometry.

Results
E_tot	-3522.60855	Ha
energy relative to the best compared isomer or geometry (same formula, charge and spin)	0.778	eV
total charge	0
E_HOMO (spin up / spin down)	-7.4 / -7.4	eV
largest force on an atom	0.076	Eh/bohr

Each line ends with the natural charge from an NBO analysis.
Geometry (Å):
C  -4.788  -2.137  4.764  -0.211
C  -1.079  -2.171  3.808  -0.100
H  0.840  3.453  0.692  0.255
C  -0.228  -2.888  -1.368  -0.227
C  -2.612  -1.020  -3.454  -0.251
C  1.912  -2.428  -0.308  -0.420
Zn  0.000  0.000  0.000  1.473
P  0.790  1.910  -1.180  0.765
C  -2.454  -3.428  5.594  -0.228
H  -3.362  0.253  -5.044  0.215
N  -0.672  -1.049  1.679  -0.833
H  -3.670  -4.273  7.155  0.213
C  1.791  1.999  -2.736  -0.955
H  -0.782  3.368  -2.472  0.233
C  0.198  -2.679  4.528  0.096
H  1.473  -2.936  0.564  0.228
C  1.375  -1.398  -2.421  -0.427
C  -1.389  0.084  -1.633  -0.385
H  0.561  -1.012  -3.051  0.226
H  1.670  4.177  -0.738  0.225
H  0.100  -3.459  -2.259  0.178
H  1.866  -2.251  -2.933  0.186
C  -1.014  -2.258  2.248  0.681
C  2.625  -3.281  5.853  -0.220
C  -1.909  -1.087  -2.234  0.028
C  -3.592  -1.924  4.071  -0.213
H  -0.195  -3.583  -0.514  0.248
C  1.218  -3.399  3.874  -0.247
O  -0.299  0.951  2.825  -0.668
C  -0.869  2.535  -1.752  -0.733
H  2.116  -0.606  -2.244  0.207
H  3.203  -4.231  4.019  0.211
H  -0.302  -1.700  6.420  0.209
H  -2.217  -3.221  -2.090  0.218
H  -1.385  2.909  -0.847  0.249
C  -3.651  -3.629  6.285  -0.213
H  -0.963  -0.256  4.850  0.428
H  -0.672  1.142  0.833  -0.067
N  0.818  -1.834  -1.117  -0.501
N  -0.958  -0.777  3.958  -0.611
C  1.519  3.254  -0.152  -0.952
H  -2.146  -2.359  -0.545  0.245
H  2.485  2.913  0.256  0.246
O  -1.098  -3.298  1.623  -0.642
C  0.433  -2.279  5.874  -0.236
C  -0.648  -0.218  2.806  0.759
H  -1.574  -3.930  5.968  0.223
C  -2.809  0.208  -4.099  -0.212
C  2.418  -3.696  4.536  -0.193
C  1.630  -2.574  6.523  -0.213
H  1.792  -2.236  7.540  0.215
C  -2.274  1.377  -3.538  -0.226
H  1.808  3.035  -3.119  0.221
H  -3.008  -1.941  -3.902  0.212
H  -5.691  -1.626  4.454  0.214
H  2.619  -1.644  0.031  0.215
C  -1.691  -2.417  -1.545  -0.466
C  -4.816  -2.981  5.875  -0.213
H  1.115  -3.705  2.846  0.226
C  -2.400  -2.559  4.479  0.072
H  2.444  -3.174  -0.915  0.180
H  1.331  1.344  -3.492  0.243
H  -5.736  -3.125  6.425  0.212
H  2.826  1.666  -2.549  0.235
H  -3.588  -1.233  3.237  0.219
H  1.168  -0.018  1.163  -0.176
H  3.561  -3.491  6.355  0.213
H  -2.398  2.337  -4.054  0.212
C  -1.566  1.314  -2.324  -0.096

Force components x, y, z for each atom (eV/Å):
C 0.6 -0.2 0.1
C 0.0 -0.7 1.4
H 0.3 -0.1 -0.2
C 0.3 -0.2 0.0
C 0.2 0.4 0.1
C 0.0 0.1 0.2
Zn 0.1 -2.1 -1.6
P 1.3 1.0 -1.5
C -0.4 0.5 -0.5
H 0.2 0.0 0.4
N -1.5 -1.6 3.2
H 0.0 0.0 0.0
C -0.1 0.5 -0.1
H 0.0 -0.3 0.3
C 0.7 -0.9 0.1
H 0.2 0.3 -0.2
C 0.0 0.1 0.2
C -0.6 0.5 -0.7
H 0.3 -0.1 0.2
H -0.1 -0.3 0.3
H -0.1 0.3 0.2
H -0.2 0.3 0.2
C 0.9 -0.5 -1.0
C -0.1 -0.1 -0.4
C 0.3 0.2 0.3
C 0.1 -0.4 0.5
H -0.2 0.4 -0.3
C -0.1 0.4 0.8
O 0.0 1.9 -0.8
C 0.1 0.0 0.3
H -0.2 -0.3 -0.1
H 0.0 0.0 -0.1
H -0.1 -0.1 -0.1
H 0.2 0.3 0.2
H 0.1 -0.1 -0.4
C -0.1 0.4 -0.4
H 0.1 -0.5 -1.2
H 0.0 0.2 0.7
N -0.3 0.1 0.1
N -0.9 0.6 1.1
C -0.1 0.1 0.0
H 0.2 -0.1 -0.2
H -0.4 0.1 -0.2
O -0.4 -0.5 0.3
C 0.3 -0.3 -0.7
C 1.0 2.0 -1.0
H 0.1 0.0 -0.2
C 0.2 0.0 0.3
C -0.3 0.4 0.4
C -0.3 -0.1 -0.5
H 0.0 0.0 0.0
C 0.1 -0.4 0.1
H 0.1 -0.4 0.0
H 0.2 0.4 0.2
H 0.0 0.0 -0.1
H -0.5 -0.5 -0.3
C -0.1 -0.1 0.2
C 0.3 0.0 -0.1
H -0.3 -0.1 -0.1
C -0.6 -0.9 0.5
H 0.0 0.0 0.1
H 0.2 0.2 0.3
H 0.0 0.0 0.0
H -0.4 0.1 0.0
H 0.1 0.0 -0.1
H -0.4 0.9 -0.6
H 0.0 0.0 -0.1
H 0.1 -0.4 0.2
C 0.2 -0.4 0.3



DFT (wB97M-V/def2-TZVPD) results for a molecular structure, C28H35BrClN3O9PY.

Results
E_tot	-5343.67277	Ha
energy relative to the best compared isomer or geometry (same formula, charge and spin)	0.000	eV
total charge	0
E_HOMO	-8.8	eV
largest force on an atom	0.003	Eh/bohr

Each line ends with the Mulliken charge.
Geometry (Å):
H  3.544  -3.315  1.822  0.222
Br  -1.504  5.998  -1.375  -0.194
H  2.156  -0.849  4.375  0.504
H  4.082  2.763  3.091  0.417
H  -0.053  2.363  -4.393  0.317
H  -2.976  3.948  0.170  0.459
H  3.306  1.185  -1.346  0.108
C  5.748  0.177  0.878  -1.528
N  -1.022  0.642  -3.721  0.222
C  -0.510  -0.416  -3.126  0.360
C  0.027  3.597  -1.357  -0.774
H  6.147  -0.789  1.189  0.345
H  4.438  -0.898  -2.140  0.237
O  -2.853  -1.841  6.368  -0.590
C  2.124  0.127  3.909  0.083
H  1.564  -4.463  0.748  0.220
H  0.740  4.168  -1.939  0.513
Y  -0.348  -0.902  -0.028  0.807
Cl  -0.391  -0.093  6.153  -0.126
H  5.632  -1.705  -1.111  0.218
H  5.279  -4.154  -1.380  0.332
C  -1.898  -1.379  2.828  0.119
H  -3.918  -2.714  3.646  0.449
C  -1.147  4.188  -0.921  -0.249
C  3.259  0.913  3.802  -0.702
O  3.653  -0.817  0.502  0.493
C  -0.284  1.356  -4.745  -0.867
C  -0.616  1.486  -0.269  1.298
O  -3.703  -2.705  2.061  -0.833
C  -2.975  -1.984  5.178  0.473
H  -0.102  2.184  2.378  0.588
C  4.200  -3.818  1.111  -1.339
H  4.529  -4.758  1.556  0.566
H  -0.878  1.429  -5.657  0.331
H  1.194  1.824  -1.387  0.015
C  -2.705  -2.064  1.751  0.794
C  4.669  -0.008  -0.175  1.694
H  6.563  0.779  0.474  0.406
C  3.477  -4.116  -0.194  1.654
H  3.569  1.785  0.301  0.115
H  2.511  -5.929  0.446  0.490
N  -0.252  -0.196  3.510  0.008
C  -2.278  1.235  -3.285  -0.845
C  0.843  1.840  2.775  -0.543
H  5.077  -3.193  0.938  0.193
O  3.065  -2.878  -0.862  -0.319
H  0.645  0.835  -4.965  0.293
O  1.728  -0.799  -1.220  -0.755
O  -1.053  -1.026  -2.184  -0.864
H  -2.527  1.619  0.740  0.367
O  1.469  -1.952  0.933  -1.151
H  -2.913  1.404  -4.154  0.408
H  3.890  -4.953  -2.136  0.356
C  -0.910  -0.587  4.621  0.069
H  6.008  -0.137  -1.841  0.540
C  -1.783  2.148  0.146  -0.857
C  0.929  0.608  3.401  -0.340
C  0.269  2.266  -1.027  -0.012
H  1.937  3.572  2.163  0.413
C  2.231  -4.956  0.042  -1.634
C  4.049  1.324  -0.563  -1.213
C  -1.993  -1.363  4.236  -0.216
H  0.463  -0.740  -3.506  0.207
O  -3.962  -2.681  4.646  -0.557
H  1.702  -5.111  -0.899  0.354
C  5.216  -0.737  -1.392  -1.578
C  3.192  2.151  3.176  -0.478
H  5.336  0.681  1.751  0.142
P  2.458  -1.598  -0.164  1.302
H  4.829  1.993  -0.931  0.524
H  -2.078  2.184  -2.785  0.223
H  4.199  0.550  4.198  0.371
C  1.990  2.610  2.657  -0.567
H  4.748  -5.742  -0.801  0.411
H  -2.769  0.564  -2.588  0.234
N  -0.857  -0.673  2.414  0.729
C  4.408  -4.782  -1.192  -1.612
O  -2.245  -1.904  0.571  -0.610
C  -2.062  3.476  -0.165  -0.638

Force components x, y, z for each atom (eV/Å):
H 0.0 0.0 0.0
Br 0.0 0.0 0.0
H 0.0 0.0 0.0
H 0.0 0.0 0.0
H 0.0 0.0 0.0
H 0.0 0.0 0.0
H 0.0 0.0 0.0
C 0.0 0.0 0.0
N -0.1 0.0 0.0
C 0.1 0.0 0.0
C 0.0 0.0 0.0
H 0.0 0.0 0.0
H 0.0 0.0 0.0
O 0.0 0.0 0.0
C 0.0 0.0 0.0
H 0.0 0.0 0.0
H 0.0 0.0 0.0
Y 0.0 0.1 0.1
Cl 0.0 0.0 0.0
H 0.0 0.0 0.0
H 0.0 0.0 0.0
C 0.0 0.0 0.0
H 0.0 0.0 0.0
C 0.0 0.0 0.0
C 0.0 0.0 0.0
O 0.0 0.1 0.0
C 0.0 0.0 0.0
C -0.1 0.0 0.0
O 0.0 0.0 0.0
C 0.0 0.0 0.0
H 0.0 0.0 0.0
C 0.0 0.0 0.0
H 0.0 0.0 0.0
H 0.0 0.0 0.0
H 0.0 0.0 0.0
C 0.0 0.0 0.0
C 0.0 0.0 0.0
H 0.0 0.0 0.0
C 0.0 0.0 0.0
H 0.0 0.0 0.0
H 0.0 0.0 0.0
N 0.0 0.0 0.0
C 0.0 0.0 0.0
C 0.0 0.0 0.0
H 0.0 0.0 0.0
O 0.0 0.0 0.0
H 0.0 0.0 0.0
O 0.0 0.1 -0.1
O -0.1 0.0 -0.1
H 0.0 0.0 0.0
O 0.0 0.0 0.0
H 0.0 0.0 0.0
H 0.0 0.0 0.0
C 0.0 0.0 0.0
H 0.0 0.0 0.0
C 0.0 0.0 0.0
C 0.0 0.0 0.0
C 0.0 0.0 0.0
H 0.0 0.0 0.0
C 0.0 0.0 0.0
C 0.0 0.0 0.0
C 0.0 0.0 0.0
H 0.0 0.0 0.0
O 0.0 0.0 0.0
H 0.0 0.0 0.0
C 0.0 0.0 0.0
C 0.0 0.0 0.0
H 0.0 0.0 0.0
P 0.0 -0.1 0.0
H 0.0 0.0 0.0
H 0.0 0.0 0.0
H 0.0 0.0 0.0
C 0.0 0.0 0.0
H 0.0 0.0 0.0
H 0.0 0.0 0.0
N 0.0 0.0 -0.1
C 0.0 0.0 0.0
O 0.0 0.0 0.0
C 0.0 0.0 0.0